Below is the molecule C9H14BNO4 in a non-equilibrium geometry, with properties calculated with wB97M-V/def2-TZVPD.

Geometry as XYZ:
```
29
Properties=species:S:1:pos:R:3:forces:R:3:lowdin_charge:R:1
C -1.9531 -1.8474 -0.4478 -0.7 1.4 2.2 -0.050
C -0.6914 -2.0703 -1.2283 -0.4 -0.8 0.1 -0.615
C -1.0075 -1.9518 -2.7320 1.3 -0.5 0.1 -0.024
C -0.0010 -3.4174 -0.8812 -0.6 -0.4 0.6 -0.018
O 0.1630 -0.9495 -0.9782 1.5 0.5 0.6 0.016
C 0.3289 -0.4125 0.2329 -1.2 -0.8 1.2 -0.216
O -0.0550 -1.1806 1.3592 1.2 -0.1 -3.1 0.075
C 0.6635 0.8923 0.4512 -0.6 -0.9 -2.4 -0.290
N 0.8593 1.7134 -0.5966 0.3 0.1 0.1 0.144
C 1.1155 2.9757 -0.5580 0.0 -1.7 0.6 -0.137
C 1.3063 3.9654 0.5090 -0.8 -0.7 1.9 -0.051
C 1.0990 3.8006 1.8726 0.5 0.3 -2.0 0.070
B 0.9136 2.3398 2.4255 0.3 2.3 -0.4 -0.659
O 1.1436 2.0720 3.7070 -1.2 -3.5 -0.7 0.254
O 0.4894 1.3079 1.6962 -0.5 -0.8 2.0 0.203
H -1.9212 -2.0208 0.6852 0.2 0.1 -1.9 0.111
H -2.2096 -0.7651 -0.5874 0.1 -0.7 0.2 0.115
H -2.7963 -2.3725 -0.8065 -0.8 -0.9 -0.7 0.068
H -1.6021 -1.0447 -2.9345 0.2 -0.5 0.1 0.087
H -1.5538 -2.9069 -3.0275 0.9 1.4 -0.1 0.106
H 0.0389 -1.7883 -3.1777 -1.7 -0.6 -0.1 0.116
H -0.6436 -4.2551 -1.3033 0.9 0.9 0.4 0.099
H 1.0480 -3.4953 -1.2631 -1.0 0.1 0.2 0.096
H -0.0151 -3.5288 0.2452 0.3 0.1 -1.3 0.092
H -0.1454 -0.5160 2.0108 -0.1 1.1 1.7 0.081
H 1.2638 3.2715 -1.5538 0.2 1.4 -1.1 0.083
H 1.5671 4.8623 -0.0114 0.1 1.1 0.6 0.086
H 1.1264 4.6435 2.6063 0.3 -0.6 -1.0 0.100
H 1.4688 2.6785 4.2863 1.2 2.8 2.1 0.058
```
Forces are in eV/Å.

Gap between HOMO and LUMO (spin up / spin down) ... 7.04 / 7.04 eV
SMILES ... CC(C)(C)O/C(O)=C1\N=CC=CB(O)O1
Relative energy (zero: lowest compared OMol25 entry of this formula, charge and spin) ... 267.2 kJ/mol

=====

Below is a structure of composition C25H56As3N5O6P3Tl in a non-equilibrium geometry, with properties calculated with wB97M-V/def2-TZVPD.

Geometry as XYZ:
```
99
Properties=species:S:1:pos:R:3:forces:R:3:lowdin_charge:R:1
Tl 0.4399 0.1612 0.1719 -0.2 0.2 -0.2 0.691
N -2.5627 -3.6512 0.2065 -0.3 -0.4 -0.3 0.124
C -3.4686 -3.0610 1.0463 -0.9 -0.1 -0.3 -0.051
C -2.7544 -2.1943 1.7944 0.4 0.4 0.5 -0.092
N -1.4095 -2.2426 1.4343 -0.8 -0.2 0.3 0.062
C -1.3435 -3.1544 0.4831 0.5 0.3 -0.1 -0.260
C -0.1608 -3.5192 -0.2831 -0.2 0.4 0.4 -0.303
N 1.0013 -2.9147 -0.2217 0.3 -0.5 -0.5 0.070
C 1.7550 -3.5232 -1.2232 0.0 0.8 0.8 -0.130
C 1.0329 -4.4681 -1.8494 -0.1 -0.8 -0.8 -0.075
N -0.1975 -4.4654 -1.2443 -0.1 -0.2 -0.2 0.125
H -2.8012 -4.3144 -0.5227 0.0 0.3 0.3 0.168
H -4.5382 -3.2729 0.9785 0.6 0.1 0.2 0.138
H -3.0989 -1.5715 2.6152 0.1 -0.1 -0.3 0.121
H 2.7617 -3.2202 -1.4307 0.2 0.0 0.0 0.107
H 1.2968 -5.1148 -2.6780 -0.2 0.1 0.3 0.134
H -0.9918 -5.0459 -1.4691 0.3 -0.1 -0.1 0.163
C -3.0804 3.1746 -0.5233 0.2 -0.1 -0.3 -0.293
As -1.2350 2.6549 -0.9303 0.2 0.1 -0.2 1.045
C -0.2749 4.1267 -0.0645 -0.2 -0.4 -0.4 -0.289
C -1.0073 3.3318 -2.7959 -0.2 0.1 0.4 -0.336
C -1.3790 2.4364 -3.9825 0.2 -0.3 0.1 -0.708
C -1.6008 3.3403 -5.2025 0.2 -0.2 0.0 -0.071
C -0.2144 1.5060 -4.3667 0.2 -0.2 -0.1 -0.367
As 0.4285 0.1262 -3.1151 0.2 0.6 0.7 1.028
C -0.5929 -1.4347 -3.6252 -0.1 0.1 -0.4 -0.311
C 2.1052 -0.3884 -3.9825 -0.3 0.1 -0.4 -0.303
C -2.6719 1.6599 -3.6752 0.1 -0.2 0.2 -0.393
As -3.3422 0.5335 -5.1662 0.0 0.3 -0.3 1.117
C -4.7399 1.7467 -5.8841 0.4 -0.5 -0.7 -0.317
C -4.5189 -0.5937 -4.0921 -0.2 0.1 0.1 -0.348
H -3.3284 4.1160 -1.0041 0.0 0.1 -0.1 0.037
H -3.1990 3.3072 0.5476 0.0 -0.1 0.1 0.015
H -3.7506 2.3977 -0.8837 -0.1 0.0 0.1 0.014
H -0.4830 5.0514 -0.5838 -0.1 0.3 0.0 0.035
H 0.7839 3.9098 -0.1355 0.2 0.0 0.1 0.024
H -0.5696 4.1924 0.9732 0.0 0.1 0.2 0.004
H 0.0165 3.7089 -2.8782 0.1 -0.2 0.0 0.085
H -1.6271 4.2269 -2.8313 -0.2 0.1 0.1 0.079
H -0.7540 4.0179 -5.3739 0.0 -0.4 -0.1 0.099
H -2.4467 3.9843 -5.0191 -0.5 0.2 -0.1 0.084
H -1.7844 2.7091 -6.0878 0.1 0.5 0.1 0.074
H 0.6638 2.1253 -4.5671 0.0 0.0 0.0 0.083
H -0.4486 0.9820 -5.2981 0.0 0.0 0.0 0.056
H -0.5267 -1.5243 -4.7132 -0.1 -0.3 0.1 0.041
H -1.6401 -1.3527 -3.3320 0.1 0.0 0.0 -0.006
H -0.1257 -2.2795 -3.1283 0.0 -0.2 -0.1 -0.010
H 1.9339 -0.3992 -5.0622 0.1 -0.2 0.1 0.038
H 2.3729 -1.3843 -3.6305 0.0 0.0 -0.1 0.010
H 2.9286 0.2924 -3.7888 -0.1 0.1 0.2 0.024
H -3.4618 2.3526 -3.3784 -0.1 0.1 -0.1 0.075
H -2.5342 0.9839 -2.8072 0.1 0.2 -0.3 0.043
H -4.2704 2.5914 -6.3890 0.1 0.0 0.1 0.010
H -5.3890 2.1203 -5.1057 -0.3 0.0 0.2 0.021
H -5.2954 1.2074 -6.6811 0.2 0.2 0.7 0.035
H -3.9593 -1.3499 -3.5342 0.0 0.2 0.0 -0.003
H -5.1723 -1.1067 -4.7936 -0.1 -0.1 0.0 0.020
H -5.1289 0.0149 -3.4187 0.1 -0.2 0.0 0.028
N 0.9145 1.8454 5.4178 0.5 -0.8 -1.1 0.204
C -0.0212 1.0171 4.4853 0.2 0.7 1.3 -0.466
C -1.3348 0.8960 5.2848 -0.1 -0.9 -0.6 -0.058
P -0.2376 2.1528 3.0453 -0.3 0.3 -0.7 0.224
O -1.4729 1.3949 2.3198 0.0 0.1 0.0 -0.214
O -0.5946 3.4707 3.6280 0.1 -0.6 0.1 -0.266
O 0.9307 1.9364 2.1548 0.6 -0.1 0.0 -0.438
P 0.6797 -0.6434 4.3058 0.3 -0.9 0.1 0.470
O -0.4789 -1.4937 3.7378 0.1 0.2 -0.1 -0.124
O 1.3335 -1.0559 5.5663 -0.3 0.3 -0.5 -0.242
O 1.7878 -0.7141 3.0953 -0.5 0.3 0.2 -0.364
H 0.5064 2.7699 5.4504 -0.5 0.7 0.3 0.137
H 1.8216 1.9882 4.9633 0.0 -0.1 0.0 0.143
H 1.0828 1.4203 6.3300 -0.2 -0.1 0.1 0.165
H -1.7369 1.8714 5.4656 -0.2 0.7 0.0 0.088
H -1.1738 0.4058 6.2340 0.1 -0.2 0.3 0.094
H -2.0811 0.3067 4.7267 0.4 0.3 0.2 0.094
H -2.3167 1.8369 2.4480 -0.2 0.1 0.1 0.086
H -0.6933 -1.6088 2.7309 0.3 -0.3 0.3 0.050
C 4.3978 -3.9091 3.5227 -0.4 0.3 0.1 -0.095
C 3.0713 -3.1247 3.6752 0.2 0.0 0.4 -0.276
P 3.2062 -1.4490 3.0671 -0.1 0.6 -0.3 0.882
C 4.3117 -0.4059 4.0195 0.0 -0.6 -0.1 -0.265
C 4.3124 1.0687 3.6031 0.6 0.0 0.2 -0.099
C 3.5773 -1.4931 1.3270 1.1 0.0 0.3 -0.295
C 3.9547 -0.1860 0.6165 -0.7 -0.4 -0.4 -0.116
H 4.2823 -4.8583 4.0323 0.0 -0.2 -0.1 0.086
H 5.2191 -3.3936 4.0235 0.0 0.0 -0.2 0.078
H 4.6334 -4.0781 2.4692 0.1 -0.1 0.2 0.074
H 2.7463 -3.0688 4.7257 0.1 0.0 -0.3 0.103
H 2.2600 -3.5852 3.1075 0.0 0.0 -0.1 0.109
H 5.3052 -0.8756 3.9678 -0.1 0.3 0.0 0.112
H 3.9527 -0.5354 5.0437 0.1 0.0 0.1 0.097
H 4.9175 1.2594 2.7175 0.0 -0.1 0.1 0.074
H 4.7624 1.6379 4.4200 -0.1 0.1 -0.1 0.093
H 3.3226 1.4499 3.3804 -0.3 0.1 0.0 0.045
H 2.6959 -1.9226 0.8791 -0.4 -0.4 -0.2 0.030
H 4.4147 -2.2117 1.2613 -0.4 0.1 -0.2 0.108
H 3.8424 -0.3743 -0.4685 0.1 0.3 0.5 0.089
H 4.9745 0.0942 0.8052 0.4 0.2 0.1 0.075
H 3.2835 0.6219 0.9172 0.1 0.1 -0.1 0.042
```
Forces are in eV/Å.

Net charge ... +2
Gap between HOMO and LUMO ... 7.79 eV

=====

Below is a structure of composition C11H21AuCl3N3O6PTe in a non-equilibrium geometry, with properties calculated with wB97M-V/def2-TZVPD.

Geometry as XYZ:
```
47
Properties=species:S:1:pos:R:3:forces:R:3:lowdin_charge:R:1
Au -0.1211 -0.8255 -0.2262 0.4 0.2 0.2 1.037
Cl -2.0627 0.5598 -0.1332 0.4 -0.2 -0.1 0.675
C -3.2567 -0.8453 -0.4257 -0.1 -0.1 0.0 -1.428
Cl -3.5917 -1.5728 1.1371 0.0 0.0 0.0 0.673
Cl -4.6620 -0.1400 -1.1413 0.1 0.0 0.0 0.726
C -2.5949 -1.9473 -1.3443 -0.5 0.0 -0.2 -0.754
O -3.3216 -2.5427 -2.0855 0.3 0.2 0.3 0.120
O -1.3306 -2.1839 -1.1590 0.5 0.2 0.2 -0.185
N -0.0327 -2.2519 2.1874 0.1 0.0 -0.1 0.144
C -0.4622 -2.5964 3.2065 -0.1 -0.2 0.1 -0.264
N -0.9116 -2.9906 4.3798 0.0 0.1 -0.1 -0.081
C -0.6611 -4.3783 4.8098 0.0 0.0 0.0 -0.098
C -1.8781 -5.2328 4.4995 0.0 0.0 0.0 -0.179
O -3.0382 -4.6745 5.0862 0.0 0.0 0.0 -0.112
C -3.3161 -3.3875 4.5727 0.0 0.0 0.0 -0.188
C -2.1780 -2.4299 4.8837 0.0 0.0 0.0 -0.099
H -0.4806 -4.3562 5.8854 0.0 0.0 0.0 0.136
H 0.2320 -4.7509 4.3113 0.0 0.0 0.0 0.133
H -1.7608 -6.2317 4.9158 0.0 0.0 0.0 0.135
H -2.0104 -5.3174 3.4120 0.0 0.0 0.0 0.132
H -4.2396 -3.0496 5.0400 0.0 0.0 0.0 0.137
H -3.4710 -3.4470 3.4857 0.0 0.0 0.0 0.103
H -2.0740 -2.3087 5.9628 0.0 0.0 0.0 0.137
H -2.3378 -1.4501 4.4357 0.0 0.0 0.0 0.129
N 1.4739 -2.1916 -0.4050 -0.5 0.4 0.0 0.071
H 1.3861 -2.7346 -1.2588 0.0 0.0 -0.1 0.098
H 1.3643 -2.7981 0.4052 -0.1 0.0 0.1 0.051
H 2.3702 -1.7119 -0.3597 0.1 0.2 0.0 0.049
C 3.5150 1.1673 -3.1466 0.0 0.0 0.0 -0.057
C 2.1659 0.9899 -2.4948 0.0 0.1 0.0 -0.257
O 2.0784 1.7819 -1.2821 -0.2 0.0 -0.4 -0.285
P 2.2847 1.2939 0.1904 1.4 1.1 0.2 0.011
O 1.0072 0.6145 0.7074 -1.7 -1.3 0.1 -0.515
Te 2.7139 3.0127 1.6979 -0.1 -0.4 -0.3 0.597
O 3.3854 0.1396 0.0099 0.0 -0.2 0.0 -0.324
C 4.3482 -0.1822 1.0630 0.0 0.1 0.0 -0.267
C 3.7439 -1.0700 2.1246 0.0 0.0 0.0 -0.076
H 3.5402 0.6227 -4.0907 0.0 0.0 0.0 0.088
H 4.3115 0.7942 -2.5044 0.0 0.0 0.0 0.076
H 3.6954 2.2214 -3.3533 0.0 0.0 0.0 0.092
H 1.9650 -0.0601 -2.2687 0.0 0.0 0.0 0.082
H 1.3616 1.3557 -3.1294 0.0 0.0 0.0 0.125
H 4.7027 0.7551 1.4904 0.0 0.0 0.0 0.063
H 5.1726 -0.6623 0.5411 0.0 0.0 0.0 0.124
H 2.8552 -0.6158 2.5641 0.0 0.0 0.0 0.070
H 4.4776 -1.2188 2.9177 0.0 0.0 0.0 0.092
H 3.4868 -2.0561 1.7351 0.0 0.0 0.0 0.065
```
Forces are in eV/Å.

Net charge ... +1
Gap between HOMO and LUMO (spin up / spin down) ... 4.05 / 4.06 eV
Relative energy (zero: lowest compared OMol25 entry of this formula, charge and spin) ... 105.2 kJ/mol

=====

Below is a structure of composition C21H28F3O4Tc in a non-equilibrium geometry, with properties calculated with wB97M-V/def2-TZVPD.

Geometry as XYZ:
```
57
Properties=species:S:1:pos:R:3:forces:R:3:lowdin_spin:R:1
O -5.2029 0.5923 -1.5757 0.5 -0.3 -0.1 0.000
C -6.2280 1.1416 -0.7451 -0.4 -0.2 0.1 0.000
C -6.7326 -0.2473 -0.3305 0.7 -0.6 -0.4 0.000
H -6.9232 1.7870 -1.2785 0.1 0.0 -0.1 0.000
H -5.7651 1.6984 0.0633 -0.1 0.2 0.3 0.000
C -5.4359 -0.7628 -1.0776 -0.4 0.0 0.3 0.000
H -7.6551 -0.6320 -0.7830 0.2 0.4 0.2 0.000
H -6.7191 -0.4198 0.7491 -0.2 -0.1 -0.2 0.000
C -5.5210 -1.7197 -2.2451 -0.5 0.2 -0.1 0.000
H -6.2919 -1.3282 -2.9109 0.0 -0.4 -0.2 0.000
H -5.7543 -2.7427 -1.9110 0.0 0.4 -0.2 0.000
H -4.5655 -1.7267 -2.7943 -0.3 -0.1 0.2 0.000
C -4.3847 -1.2714 -0.1229 0.5 0.1 0.5 0.000
H -4.1324 -0.5181 0.6251 -0.1 0.0 0.1 0.000
H -3.4564 -1.5551 -0.6430 -0.3 0.1 0.0 0.000
H -4.7410 -2.1630 0.4125 0.0 0.2 -0.2 0.000
Tc -0.1971 0.4570 -1.3294 0.1 1.3 -0.8 1.984
C -0.0234 0.5109 0.7455 -0.9 1.1 1.1 0.013
C 0.3995 1.8512 0.4772 -0.9 0.4 1.4 0.122
C -0.7593 2.6847 0.2923 -0.1 -0.4 0.3 0.181
H 1.4144 2.1986 0.5756 -0.2 0.0 0.2 0.002
C -1.9028 1.8608 0.2739 1.0 -0.3 0.2 0.172
C -1.4447 0.4851 0.4270 -0.4 0.9 1.3 0.061
H -2.0926 -0.3559 0.6145 0.1 0.1 0.0 0.004
H 0.5261 -0.2117 1.3363 -0.1 0.1 -0.4 0.004
H -0.7175 3.7739 0.2552 -0.1 -0.4 -0.3 0.007
H -2.9501 2.1658 0.2285 0.4 -0.1 -0.4 0.007
C 1.3582 -1.0128 -1.0847 -0.1 -1.0 -1.4 0.001
C 0.1105 -1.6417 -0.7398 0.3 -0.9 -0.2 0.016
C -0.7740 -1.5692 -1.8479 0.9 -0.8 -0.9 0.018
H -0.0703 -2.2219 0.1633 -0.2 0.7 0.0 0.000
C -0.0310 -1.0233 -2.9603 0.9 -0.9 0.4 0.062
C 1.2941 -0.7095 -2.4887 -0.5 -0.7 -0.4 0.060
H 2.1063 -0.3440 -3.1019 -0.1 0.2 0.1 0.006
H 2.2316 -0.8722 -0.4609 -0.2 0.0 0.0 0.003
H -1.7879 -1.9473 -1.9009 0.2 0.1 0.1 0.004
H -0.3672 -1.0251 -3.9874 0.0 0.5 0.2 0.005
O -1.8181 1.2731 -2.9250 -2.4 0.9 -1.0 0.078
C -2.8282 0.5825 -3.6851 0.0 -1.4 -0.3 0.005
C -3.5778 1.5148 -4.6570 -0.4 -0.2 0.1 0.002
H -3.5047 0.0690 -3.0064 0.1 0.1 0.1 0.000
H -2.2591 -0.1678 -4.2653 -0.5 0.1 0.0 0.000
C -2.7348 2.7723 -4.6735 0.5 0.1 0.2 0.005
H -4.6105 1.7423 -4.3817 0.2 -0.3 0.4 0.000
H -3.6237 1.0231 -5.6379 0.0 0.2 0.2 0.000
C -1.6381 2.5305 -3.6273 -0.1 1.2 -1.8 0.007
H -3.2049 3.7253 -4.4079 -0.5 -0.5 -0.3 0.000
H -2.2637 2.8873 -5.6547 -0.1 0.2 0.2 0.000
H -1.5921 3.3854 -2.9392 0.0 -0.6 -0.1 0.001
H -0.7171 2.4503 -4.2074 -0.3 0.3 0.2 0.001
F 2.9942 4.3599 -2.5071 -1.4 -0.3 -0.5 0.002
C 1.7361 4.0140 -2.8622 -0.2 0.5 -0.5 0.003
F 0.8771 5.0232 -2.5419 0.7 -0.7 0.1 0.000
F 1.6518 3.8877 -4.2153 0.4 -0.1 1.0 0.001
C 1.2976 2.6791 -2.1711 -0.1 -0.2 -0.2 0.011
O 2.0562 2.1584 -1.3605 0.3 0.0 -0.7 0.078
O 0.1457 2.2008 -2.5036 4.1 0.8 2.2 0.074
```
Forces are in eV/Å.

Net charge ... +1
Spin multiplicity ... 4
Gap between HOMO and LUMO (spin up / spin down) ... 7.42 / 7.16 eV
Expectation value of S² ... 3.776
Relative energy (zero: lowest compared OMol25 entry of this formula, charge and spin) ... 23.8 kJ/mol